#i
Molecular formula: C9H11O3
Method: DFT, ωB97M-V/def2-TZVPD

E_HOMO: -0.137 hartree
Total charge: -1
Spin multiplicity: 1
Gap between HOMO and LUMO: 7.286 eV

```
23
Properties=species:S:1:pos:R:3:mulliken_charge:R:1
C -3.760 -2.944 0.698 -1.023
C -3.026 -1.580 0.774 0.774
O -1.781 -1.735 1.133 -0.615
O -3.614 -0.530 0.577 -0.657
H -2.995 -3.620 0.326 0.293
H -4.497 -2.844 -0.095 0.292
H -4.117 -3.294 1.664 0.253
C 2.948 2.122 -2.053 -1.278
C 0.229 0.034 -0.348 -0.561
C 0.340 0.331 1.035 0.578
C 1.057 0.669 -1.267 -0.413
C 2.114 1.514 -0.953 0.811
C 1.543 1.050 1.309 -0.453
C 2.355 1.722 0.420 -0.577
O -0.341 -0.088 2.066 -0.794
H -0.613 -0.540 -0.722 0.240
H 0.951 0.416 -2.322 0.152
H 1.731 1.249 2.360 0.290
H -1.253 -0.860 1.679 0.454
H 2.814 3.196 -2.141 0.275
H 2.696 1.618 -2.990 0.322
H 3.241 2.277 0.706 0.325
H 3.980 1.838 -1.856 0.311
```

#ii
Molecular formula: C9H11O3
Method: DFT, ωB97M-V/def2-TZVPD

E_HOMO: -0.103 hartree
Total charge: -1
Spin multiplicity: 1
Gap between HOMO and LUMO: 6.273 eV

```
23
Properties=species:S:1:pos:R:3:mulliken_charge:R:1
C 0.797 -2.372 -2.349 -1.315
C -1.547 -0.157 0.298 0.235
C -0.573 -1.086 0.787 -0.690
C -1.691 0.053 -1.106 -0.703
C 0.214 -1.716 -0.184 -0.180
C -1.078 -0.758 -1.957 -0.536
C -0.021 -1.559 -1.483 0.938
O -2.143 0.530 1.163 -0.845
H 0.041 1.990 3.429 0.364
H -0.512 -1.097 1.842 0.460
H -2.446 0.747 -1.321 0.469
H 0.817 -2.558 0.367 0.096
H -1.303 -0.580 -3.018 0.242
H 1.870 -2.310 -1.989 0.292
H 0.823 -1.748 -3.273 0.347
H 0.467 -3.446 -2.279 0.252
C 0.658 2.017 1.097 -0.851
C 1.214 2.916 2.117 0.520
O 2.170 3.601 1.981 -0.555
O 0.512 2.800 3.290 -0.521
H 0.961 0.973 1.480 0.208
H 1.152 1.902 0.163 0.402
H -0.383 1.858 0.945 0.370
```

What are the relative energies? In eV: #i 0.000; #ii 2.127.